w) The following is a DFT calculation (ωB97M-V with the def2-TZVPD basis set) of a cluster of 2 separate species, C4H13N2 in total.

Structure (ORCA input):
```
! RIJCOSX wB97M-V def2-TZVPD def2/J DEFGRID3
* xyz 1 1
H 1.299 1.039 -2.465
H 1.853 -0.468 -1.981
H -1.994 -1.691 1.883
N 1.868 0.539 -1.823
N -0.876 -0.262 0.720
H 0.053 2.067 -0.192
H -0.624 -2.343 0.941
H -2.459 -0.809 -0.611
C 1.842 0.900 -0.464
C -1.424 -0.477 -0.657
H -1.362 0.534 1.108
H -1.334 0.482 -1.221
H 1.510 2.404 0.961
C 1.075 1.874 0.102
H -0.309 -1.363 2.441
H 2.526 0.283 0.163
H 0.116 0.014 0.666
C -0.961 -1.486 1.554
H -0.798 -1.237 -1.125
*
```


x) The following is a DFT calculation (ωB97M-V with the def2-TZVPD basis set) of a cluster of 2 separate species, C4H13N2 in total.

Structure (ORCA input):
```
! RIJCOSX wB97M-V def2-TZVPD def2/J DEFGRID3
* xyz 1 1
H -0.357 -0.121 2.009
C 0.483 -0.411 -1.136
H -0.042 -1.228 -0.621
H -3.591 1.053 1.707
C -0.925 0.800 1.900
H -1.513 0.971 2.796
N 1.646 -0.912 -1.826
C -3.100 0.741 0.795
H 3.030 -0.039 -0.450
H 2.644 -1.758 -0.183
H 3.681 -1.272 -1.539
H -0.255 1.631 1.700
C 2.816 -0.997 -0.943
H 1.877 -0.284 -2.578
H -0.215 0.095 -1.813
H -3.646 0.571 -0.125
N -1.834 0.626 0.763
H 0.745 0.358 -0.383
H -1.445 0.175 -0.072
*
```


y) The following is a DFT calculation (ωB97M-V with the def2-TZVPD basis set) of the ion C4H13N2 with charge +1.

SMILES: CNCC[NH2+]C

Structure (ORCA input):
```
! RIJCOSX wB97M-V def2-TZVPD def2/J DEFGRID3
* xyz 1 1
N -0.923 0.436 1.071
C 0.956 0.386 -2.361
C 0.584 -0.910 -0.305
H -0.189 0.317 3.063
H 1.964 0.061 -2.103
H -0.664 -0.867 -1.803
H 0.854 1.309 1.909
H 0.892 -1.930 -0.517
H -0.117 -1.419 1.671
H 1.010 1.466 -2.207
N -0.058 -0.141 -1.432
C -0.134 1.026 2.245
H -1.305 -1.591 0.465
C -0.484 -0.943 0.762
H -1.882 0.504 1.379
H 1.357 -0.195 -0.021
H -0.723 1.874 2.577
H -0.665 1.014 0.260
H 0.764 0.225 -3.416
*
```


z) The following is a DFT calculation (ωB97M-V with the def2-TZVPD basis set) of the ion C4H13N2 with charge +1.

SMILES: CC[NH2+]CCN

Structure (ORCA input):
```
! RIJCOSX wB97M-V def2-TZVPD def2/J DEFGRID3
* xyz 1 1
H -0.464 1.306 1.478
H -1.044 -0.686 2.699
N -0.159 0.505 -0.515
H 0.977 0.272 1.300
H 0.425 -0.562 -2.323
C 2.153 0.412 -1.389
N -2.320 -0.309 0.780
H -0.847 -1.718 1.152
H -0.124 1.501 -0.734
H 2.172 1.390 -1.847
H -1.071 0.170 -0.835
H 2.937 -0.165 -1.824
H -2.895 -1.141 0.725
C -1.077 -0.719 1.489
C 0.844 -0.298 -1.308
H 1.023 -1.225 -0.791
H 2.452 0.515 -0.323
H -2.883 0.368 1.244
C -0.098 0.384 1.022
*
```


Winner for stability: z)


w) The following is a DFT calculation (ωB97M-V with the def2-TZVPD basis set) of a cluster of 2 separate species, C4H13N2 in total.

Structure (ORCA input):
```
! RIJCOSX wB97M-V def2-TZVPD def2/J DEFGRID3
* xyz 1 1
H 0.563 3.337 -0.606
N -0.948 0.778 -0.696
H 1.137 0.382 -0.417
H 1.172 -1.711 2.069
C 0.474 1.166 -0.243
C -0.236 -2.271 0.527
H -1.644 1.536 -0.550
H 2.027 2.429 -1.207
H 0.377 1.379 0.863
H -1.159 -1.157 1.964
H -1.313 -0.029 -0.077
N -1.342 -1.488 0.986
C 1.025 -2.105 1.023
C 0.946 2.390 -1.047
H 1.944 -2.491 0.484
H -2.186 -2.012 0.920
H -0.932 0.411 -1.604
H -0.399 -2.853 -0.377
H 0.495 2.312 -2.012
*
```


x) The following is a DFT calculation (ωB97M-V with the def2-TZVPD basis set) of the ion C4H13N2 with charge +1.

SMILES: CNCC[NH2+]C

Structure (ORCA input):
```
! RIJCOSX wB97M-V def2-TZVPD def2/J DEFGRID3
* xyz 1 1
H 1.744 2.322 -0.935
H 0.309 0.554 0.901
H 0.199 -2.093 1.320
H -0.783 0.257 -1.577
H 1.510 -1.238 -0.231
H 0.932 0.433 -1.803
N -0.239 -1.326 0.816
H -2.237 -0.639 1.128
H -2.032 -1.723 -0.281
H -1.995 -2.346 1.358
C 1.211 2.272 0.006
C -1.693 -1.503 0.733
H 0.255 -1.970 -1.210
C 0.452 -1.203 -0.457
H -0.703 1.598 0.160
H 1.965 2.087 0.771
N 0.208 1.158 0.052
H 0.724 3.192 0.313
C 0.170 0.169 -1.065
*
```


y) The following is a DFT calculation (ωB97M-V with the def2-TZVPD basis set) of a cluster of 2 separate species, C4H13N2 in total.

Structure (ORCA input):
```
! RIJCOSX wB97M-V def2-TZVPD def2/J DEFGRID3
* xyz 1 1
H -2.213 -0.651 0.249
H -0.346 -2.261 2.024
H 0.040 -1.631 0.489
H -0.947 -3.209 0.652
C -0.712 -2.187 0.963
N 0.932 -0.445 -0.722
C -2.083 -1.404 1.012
H 2.673 1.277 -0.928
H -2.937 -1.961 1.131
H 0.293 0.969 -2.152
H -0.852 0.756 -0.694
N 2.143 2.160 -0.993
H 1.168 -0.946 -1.532
H 0.244 2.981 -0.415
C 0.203 0.747 -1.023
H 2.659 2.880 -0.513
H -2.015 -0.787 1.984
C 0.831 2.026 -0.410
H 0.918 1.683 0.878
*
```


Winner for stability: x)


w) The following is a DFT calculation (ωB97M-V with the def2-TZVPD basis set) of a cluster of 2 separate species, C4H13N2 in total.

Structure (ORCA input):
```
! RIJCOSX wB97M-V def2-TZVPD def2/J DEFGRID3
* xyz 1 1
C 0.048 0.045 -1.190
H -2.039 1.243 1.300
H 1.291 0.197 -2.867
C 0.197 -0.415 0.227
N -2.155 0.334 0.797
C 0.777 0.457 1.210
H 1.018 1.404 0.824
H -0.416 -0.818 -1.736
H -0.276 1.023 -1.383
H 2.175 0.606 -1.299
H -2.303 0.297 -0.204
C 1.496 -0.030 -1.833
H -0.109 -1.972 1.457
H 0.066 0.512 2.092
H 1.834 -0.996 -1.998
N -0.127 -1.596 0.553
H 1.680 0.145 1.558
H -2.958 0.049 1.289
H -0.719 -2.105 -0.089
*
```


x) The following is a DFT calculation (ωB97M-V with the def2-TZVPD basis set) of the ion C4H13N2 with charge +1.

SMILES: CNCC[NH2+]C

Structure (ORCA input):
```
! RIJCOSX wB97M-V def2-TZVPD def2/J DEFGRID3
* xyz 1 1
H -0.302 1.006 1.994
H 2.673 1.120 -1.061
H 1.248 1.468 -2.039
C -1.014 -0.859 2.095
H -0.418 -1.066 2.969
H -0.804 -1.330 -0.911
C 1.869 0.669 -1.634
H 2.252 0.135 -2.501
H 0.643 0.052 1.029
H -2.068 -0.662 2.251
C -1.012 0.612 0.055
N -0.344 0.250 1.303
C -0.415 -0.332 -1.070
H -0.822 0.072 -1.998
H -2.084 0.464 0.197
N 1.021 -0.314 -0.929
H -0.854 1.648 -0.229
H -0.987 -1.699 1.399
H 1.419 -1.234 -0.920
*
```


Winner for stability: x)


w) The following is a DFT calculation (ωB97M-V with the def2-TZVPD basis set) of a cluster of 2 separate species, C4H13N2 in total.

Structure (ORCA input):
```
! RIJCOSX wB97M-V def2-TZVPD def2/J DEFGRID3
* xyz 1 1
H -0.042 0.225 2.060
H -0.289 -2.527 3.070
H 0.624 -0.457 3.340
N 0.334 -0.655 2.389
H 1.514 1.679 -3.353
H -0.854 -2.164 1.463
H -1.640 -1.433 2.857
H -0.123 1.077 -3.370
C -1.085 0.394 -0.069
C -0.668 -1.723 2.444
H 0.225 -0.817 -0.949
C 0.815 1.163 -1.421
H 1.282 -0.035 -3.183
C 0.853 0.929 -2.915
H 0.375 2.125 -1.174
H -1.306 1.433 0.157
N -0.070 0.142 -0.773
H 1.784 0.999 -0.951
H -1.729 -0.354 0.377
*
```


x) The following is a DFT calculation (ωB97M-V with the def2-TZVPD basis set) of a cluster of 2 separate species, C4H13N2 in total.

Structure (ORCA input):
```
! RIJCOSX wB97M-V def2-TZVPD def2/J DEFGRID3
* xyz 1 1
H 0.052 1.227 0.610
H 0.903 2.522 -0.151
H 1.431 0.237 -1.159
H -0.235 0.171 -1.781
H 0.419 -0.565 2.365
C -0.680 -2.507 0.085
H -1.398 3.030 0.133
N -0.191 -1.445 0.587
C 0.125 1.784 -0.344
H -1.873 1.812 -0.794
C 0.784 -1.306 1.659
H -0.330 -3.485 0.394
H 1.725 -0.987 1.213
H -1.508 -2.363 -0.598
H 0.916 -2.274 2.136
N -1.117 2.475 -0.668
H -0.473 -0.578 0.122
C 0.574 0.844 -1.463
H 0.874 1.408 -2.344
*
```


y) The following is a DFT calculation (ωB97M-V with the def2-TZVPD basis set) of the ion C4H13N2 with charge +1.

SMILES: CCNCC[NH3+]

Structure (ORCA input):
```
! RIJCOSX wB97M-V def2-TZVPD def2/J DEFGRID3
* xyz 1 1
C 0.278 -0.408 -1.783
C 0.756 -1.423 -0.847
H -0.597 1.482 2.187
H 1.193 0.203 -2.018
H 0.264 -2.389 -1.037
H -1.787 -0.245 1.516
C -0.518 1.267 1.119
H -0.280 -0.832 -2.698
H 1.427 1.174 0.057
N 0.638 -0.933 0.534
H 1.198 -1.403 1.236
N -1.735 0.435 0.750
H -2.661 0.923 0.630
H -0.355 0.486 -1.513
H 1.732 -1.824 -1.126
H -1.612 -0.065 -0.179
H 1.512 0.665 1.675
H -0.336 2.372 0.683
C 0.884 0.514 0.813
*
```


Winner for stability: w)


w) The following is a DFT calculation (ωB97M-V with the def2-TZVPD basis set) of the ion C4H13N2 with charge +1.

SMILES: CNC[C@@H](C)[NH3+]

Structure (ORCA input):
```
! RIJCOSX wB97M-V def2-TZVPD def2/J DEFGRID3
* xyz 1 1
C -0.650 -0.365 0.485
C 1.126 -0.052 -2.367
H 0.542 -0.415 2.311
H 0.361 0.477 -2.868
H 0.904 -1.058 -2.254
H 0.489 1.636 0.461
H 1.241 -1.302 0.843
N -1.749 0.262 1.373
H -2.090 -0.300 2.067
C 0.063 0.859 -0.265
H -1.156 -1.105 -0.225
C 0.327 -0.994 1.414
H 2.088 0.822 -0.699
H -0.693 1.250 -0.907
H 2.104 0.036 -2.901
H -2.527 0.600 0.838
H -1.342 1.120 1.794
H -0.237 -1.894 1.899
N 1.200 0.423 -0.999
*
```


x) The following is a DFT calculation (ωB97M-V with the def2-TZVPD basis set) of a cluster of 2 separate species, C4H13N2 in total.

Structure (ORCA input):
```
! RIJCOSX wB97M-V def2-TZVPD def2/J DEFGRID3
* xyz 1 1
H 0.820 -1.502 1.245
H 0.006 1.127 -2.732
C -0.004 1.536 -1.722
H 2.688 0.561 0.876
C 1.191 -0.757 0.518
H -0.905 -1.013 1.327
H 1.976 -1.298 -0.030
H -1.675 0.193 -1.132
H -0.901 1.013 0.197
H 0.245 -1.314 -1.367
N 1.740 0.392 1.176
C 0.158 -0.611 -0.525
H -0.613 2.432 -1.693
H 1.189 1.244 1.245
C -0.694 0.504 -0.754
N -1.879 -1.053 1.591
H -2.006 -1.663 2.390
H -2.364 -1.495 0.813
H 1.027 1.705 -1.423
*
```


Winner for stability: w)


w) The following is a DFT calculation (ωB97M-V with the def2-TZVPD basis set) of a cluster of 2 separate species, CH6NO2 in total.

Structure (ORCA input):
```
! RIJCOSX wB97M-V def2-TZVPD def2/J DEFGRID3
* xyz -1 1
H 1.396 0.881 0.550
H -0.385 -1.592 -1.161
O -0.153 -2.075 -1.981
H 0.139 1.256 -0.622
H 0.725 -1.720 -2.176
H -0.517 -0.631 1.492
N -0.410 -0.370 0.516
O -0.131 1.900 1.339
H -0.974 1.549 1.679
C 0.312 0.803 0.364
*
```


x) The following is a DFT calculation (ωB97M-V with the def2-TZVPD basis set) of a cluster of 2 separate species, CH6NO2 in total.

Structure (ORCA input):
```
! RIJCOSX wB97M-V def2-TZVPD def2/J DEFGRID3
* xyz -1 1
H 1.321 0.644 0.516
O 0.176 -0.231 -1.073
H 2.082 -0.892 -0.214
H -0.024 -0.499 1.573
H -0.863 0.968 -0.657
H -2.260 1.191 0.347
H -0.141 -1.878 0.758
N 0.589 -1.193 1.100
C 1.127 -0.353 -0.041
O -1.551 1.598 -0.149
*
```


y) The following is a DFT calculation (ωB97M-V with the def2-TZVPD basis set) of a cluster of 2 separate species, CH6NO2 in total.

Structure (ORCA input):
```
! RIJCOSX wB97M-V def2-TZVPD def2/J DEFGRID3
* xyz -1 1
H 1.045 1.435 1.395
O 0.330 -1.585 -1.707
C -0.367 0.556 0.239
H 0.341 0.030 2.075
H -1.078 -0.356 0.051
H -1.039 1.428 -0.070
H -0.428 -2.054 -1.820
H 0.358 -0.814 -1.029
O 0.638 0.481 -0.636
N 0.201 0.878 1.501
*
```


z) The following is a DFT calculation (ωB97M-V with the def2-TZVPD basis set) of a cluster of 2 separate species, CH6NO2 in total.

Structure (ORCA input):
```
! RIJCOSX wB97M-V def2-TZVPD def2/J DEFGRID3
* xyz -1 1
N 0.925 1.501 0.105
H -2.620 -0.600 -0.516
C 1.267 0.022 -0.222
O 0.329 -1.000 -0.106
H 0.671 2.065 -0.644
O -2.222 -0.611 0.338
H 2.275 -0.254 0.196
H -1.274 -0.552 0.168
H 0.306 1.539 0.849
H 1.714 0.052 -1.314
*
```


Winner for stability: x)


w) The following is a DFT calculation (ωB97M-V with the def2-TZVPD basis set) of the ion CH3Cl2N4 with charge +1.

Structure (ORCA input):
```
! RIJCOSX wB97M-V def2-TZVPD def2/J DEFGRID3
* xyz 1 1
C 0.585 -0.741 0.230
N 0.235 -0.251 1.238
N -2.120 -1.401 0.091
H -0.471 -0.492 2.015
H 1.251 -0.448 -0.562
H -2.360 1.333 -1.543
N -1.926 0.475 -1.120
N -2.473 -0.211 -0.292
Cl -0.800 -1.991 -0.764
Cl -3.792 0.420 0.855
*
```


x) The following is a DFT calculation (ωB97M-V with the def2-TZVPD basis set) of the ion CH3Cl2N4 with charge +1.

SMILES: [H]/N=C/N/[N+](Cl)=N\Cl

Structure (ORCA input):
```
! RIJCOSX wB97M-V def2-TZVPD def2/J DEFGRID3
* xyz 1 1
N 0.381 -1.563 0.208
H 0.942 -0.226 1.889
Cl -2.022 1.974 -0.511
Cl 0.963 -0.502 -2.135
H 0.681 -2.499 0.623
C 0.523 -0.490 0.867
H -0.260 1.408 1.093
N -0.697 0.884 -0.702
N -0.519 0.262 -1.741
N 0.006 0.752 0.410
*
```


Winner for stability: x)


w) The following is a DFT calculation (ωB97M-V with the def2-TZVPD basis set) of the ion C5H11NO with charge +1.

expectation value of S²: 0.77

Structure (ORCA input):
```
! RIJCOSX wB97M-V def2-TZVPD def2/J DEFGRID3
* xyz 1 2
C -0.274 -1.210 1.097
H 0.115 -2.204 1.325
C -0.316 0.531 -0.708
H 0.340 -0.597 1.769
H -0.128 2.386 -0.965
H 1.247 -0.941 -0.248
N 0.472 1.672 -0.520
H -2.365 -1.634 0.549
H -2.000 -1.462 2.324
H 1.884 0.911 -1.914
C 1.851 1.628 -1.084
H 2.218 2.624 -1.285
O -1.374 0.726 -1.275
C -1.786 -1.128 1.309
H 2.455 1.111 -0.346
H -2.150 -0.087 1.334
C 0.165 -0.847 -0.323
H -0.355 -1.478 -1.040
*
```


x) The following is a DFT calculation (ωB97M-V with the def2-TZVPD basis set) of a cluster of 2 separate species, C5H11NO in total.

expectation value of S²: 0.76

Structure (ORCA input):
```
! RIJCOSX wB97M-V def2-TZVPD def2/J DEFGRID3
* xyz 1 2
H -1.222 2.398 0.859
H 0.706 -1.888 -0.254
C -1.528 1.317 0.997
H -0.933 -1.461 1.072
H -0.052 2.024 -1.769
C -1.046 -0.975 0.041
N 0.608 0.950 -0.077
O 2.632 -0.634 1.372
H -2.096 -0.938 -0.232
H 1.884 -0.010 1.517
C -0.620 0.394 0.377
C 0.667 1.882 -0.976
C -0.136 -1.893 -0.878
H 0.282 -1.284 -1.745
H -0.633 -2.815 -0.788
H -2.509 0.930 1.087
H 1.409 2.735 -1.011
H 2.587 -0.734 0.409
*
```


y) The following is a DFT calculation (ωB97M-V with the def2-TZVPD basis set) of the ion C5H11NO with charge +1.

expectation value of S²: 0.77

Structure (ORCA input):
```
! RIJCOSX wB97M-V def2-TZVPD def2/J DEFGRID3
* xyz 1 2
H 1.753 0.190 -0.637
H 2.538 1.099 1.146
H -2.425 -0.708 0.653
C 1.639 1.665 0.934
H 0.853 1.689 1.691
C 1.084 1.003 -0.388
H 0.889 -1.244 0.699
H 1.162 1.768 -1.149
H 1.883 2.709 0.737
H -0.465 -2.507 0.479
H 0.516 -2.361 -0.764
N -0.720 -0.761 -0.652
C -0.410 0.645 -0.380
H -2.664 -0.097 -0.923
C 0.165 -1.726 0.061
H -2.415 -1.966 -0.591
O -1.197 1.525 -0.513
C -2.185 -0.924 -0.404
*
```


Winner for stability: w)